{
  "formula": "C22H50MgN3OP2S",
  "method": "the ωB97M-V functional and the def2-TZVPD basis",
  "charge": 1,
  "e_lumo_ev": -1.91,
  "molar_mass_g_mol": 490.98,
  "e_above_lowest_ev": 0.248,
  "elements": ["Mg", "P", "P", "N", "C", "H", "H", "C", "H", "H", "C", "H", "H", "C", "H", "H", "C", "C", "H", "H", "H", "C", "C", "H", "H", "H", "C", "C", "H", "H", "H", "C", "C", "H", "H", "H", "C", "O", "C", "H", "H", "H", "C", "H", "H", "H", "C", "H", "H", "H", "C", "H", "H", "H", "H", "H", "H", "H", "H", "H", "C", "N", "C", "C", "S", "N", "C", "C", "H", "H", "H", "H", "H", "H", "H", "H", "H", "H", "H", "H"],
  "xyz": [[-0.781, -0.040, -1.012], [0.051, -2.489, -1.462], [-0.009, 2.445, -1.198], [-0.016, 0.100, -3.290], [0.097, -2.430, -3.295], [0.719, -3.262, -3.658], [-0.954, -2.613, -3.595], [0.467, -1.120, -4.025], [1.528, -1.039, -4.338], [-0.087, -1.119, -4.979], [0.449, 1.395, -3.894], [-0.120, 1.488, -4.838], [1.507, 1.351, -4.223], [0.084, 2.620, -3.027], [-0.948, 2.874, -3.335], [0.734, 3.470, -3.284], [1.451, 3.409, -0.611], [1.741, 3.134, 0.867], [2.736, 3.549, 1.102], [1.763, 2.064, 1.101], [1.020, 3.623, 1.533], [-1.540, 3.390, -0.685], [-1.637, 3.538, 0.839], [-2.673, 3.802, 1.108], [-1.003, 4.352, 1.223], [-1.394, 2.618, 1.378], [-1.502, -3.458, -1.042], [-1.582, -3.813, 0.446], [-2.609, -4.141, 0.674], [-1.360, -2.965, 1.104], [-0.921, -4.650, 0.710], [1.509, -3.553, -1.058], [1.884, -3.508, 0.423], [2.804, -4.098, 0.564], [1.112, -3.944, 1.067], [2.085, -2.491, 0.776], [1.866, 0.047, -0.847], [3.014, 0.054, -0.785], [-1.787, 4.733, -1.371], [-1.091, 5.510, -1.039], [-1.755, 4.669, -2.459], [-2.799, 5.077, -1.097], [-1.794, -4.696, -1.890], [-2.810, -5.044, -1.635], [-1.782, -4.495, -2.962], [-1.112, -5.521, -1.672], [1.446, -5.003, -1.536], [2.458, -5.426, -1.429], [0.785, -5.624, -0.920], [1.166, -5.111, -2.588], [1.444, 4.913, -0.881], [0.788, 5.466, -0.202], [2.463, 5.287, -0.699], [1.193, 5.172, -1.918], [2.265, 2.972, -1.205], [2.303, -3.045, -1.625], [-2.342, 2.703, -1.005], [-2.290, -2.713, -1.251], [-1.004, 0.115, -3.558], [-2.587, -0.014, -1.020], [2.335, -0.237, 3.261], [1.042, -0.013, 3.897], [0.958, -0.506, 5.280], [-0.079, -0.093, 3.101], [0.047, -0.744, 1.511], [-1.277, 0.236, 3.644], [-1.365, 1.271, 4.698], [-2.506, -0.006, 2.885], [3.110, 0.006, 4.002], [2.430, 0.421, 2.394], [2.472, -1.288, 2.924], [0.689, 0.316, 5.952], [0.241, -1.342, 5.407], [1.967, -0.864, 5.561], [-2.104, 2.032, 4.385], [-1.725, 0.778, 5.618], [-0.402, 1.741, 4.866], [-2.650, 0.689, 2.039], [-2.487, -1.023, 2.502], [-3.340, 0.104, 3.597]]
}


{
  "formula": "C18H38Cl8Cu2NO8P",
  "method": "the ωB97M-V functional and the def2-TZVPD basis",
  "charge": 0,
  "e_lumo_ev": -1.82,
  "molar_mass_g_mol": 838.19,
  "elements": ["Cu", "Cu", "C", "O", "O", "O", "C", "O", "N", "C", "C", "H", "H", "H", "H", "H", "H", "H", "Cl", "C", "C", "Cl", "H", "H", "H", "H", "Cl", "C", "C", "Cl", "H", "H", "H", "H", "Cl", "C", "C", "Cl", "H", "H", "H", "H", "Cl", "C", "C", "Cl", "H", "H", "H", "H", "C", "C", "O", "P", "O", "O", "C", "C", "O", "C", "C", "H", "H", "H", "H", "H", "H", "H", "H", "H", "H", "H", "H", "H", "H", "H"],
  "xyz": [[6.178, -8.017, 15.439], [2.057, -6.084, 14.995], [3.690, -8.205, 14.526], [4.125, -7.104, 15.060], [2.457, -8.273, 14.204], [4.543, -9.137, 14.390], [3.113, -5.622, 17.690], [2.768, -4.725, 16.920], [2.400, -6.025, 18.754], [2.981, -6.889, 19.767], [1.058, -5.539, 18.999], [4.120, -6.064, 17.654], [3.943, -7.297, 19.466], [2.235, -7.637, 20.033], [3.241, -6.257, 20.624], [0.739, -4.657, 18.458], [0.390, -6.376, 18.781], [0.959, -5.352, 20.072], [2.586, -12.344, 16.572], [3.654, -10.953, 16.816], [5.107, -11.258, 16.575], [5.688, -12.496, 17.747], [3.538, -10.535, 17.816], [3.330, -10.189, 16.107], [5.779, -10.409, 16.706], [5.334, -11.594, 15.564], [0.762, -8.398, 10.243], [0.412, -7.573, 11.771], [-0.186, -8.546, 12.764], [-1.830, -8.969, 12.205], [-0.359, -6.833, 11.549], [1.245, -6.985, 12.143], [-0.273, -8.127, 13.765], [0.360, -9.475, 12.899], [3.032, -13.224, 11.693], [3.308, -11.991, 12.983], [2.118, -11.034, 13.045], [0.545, -11.792, 13.445], [4.136, -11.338, 12.707], [3.533, -12.539, 13.889], [2.040, -10.433, 12.148], [2.353, -10.447, 13.933], [5.867, -9.411, 10.158], [4.500, -8.854, 11.111], [4.594, -7.360, 11.378], [4.657, -6.446, 9.851], [4.447, -9.476, 12.001], [3.611, -9.045, 10.509], [5.516, -7.142, 11.919], [3.814, -6.960, 12.025], [0.727, -9.369, 17.152], [-0.772, -9.158, 16.974], [-1.123, -7.849, 17.479], [-1.324, -6.676, 16.432], [-0.184, -6.433, 15.527], [-2.701, -7.051, 15.709], [-3.126, -6.648, 14.406], [-4.060, -5.477, 14.549], [-1.688, -5.451, 17.367], [-2.639, -5.567, 18.455], [-3.270, -4.199, 18.612], [1.288, -8.680, 16.517], [1.081, -9.261, 18.176], [0.958, -10.363, 16.756], [-1.018, -9.226, 15.907], [-1.425, -9.902, 17.431], [-2.287, -6.504, 13.725], [-3.730, -7.458, 13.989], [-4.500, -5.263, 13.569], [-4.851, -5.645, 15.275], [-3.507, -4.561, 14.781], [-3.371, -6.331, 18.185], [-2.077, -5.895, 19.330], [-2.500, -3.449, 18.794], [-3.883, -3.910, 17.762], [-3.876, -4.193, 19.522]]
}


{
  "formula": "C5H8N2",
  "method": "the ωB97M-V functional and the def2-TZVPD basis",
  "charge": 0,
  "e_lumo_ev": [-0.11, -0.11],
  "molar_mass_g_mol": 96.13,
  "e_above_lowest_ev": 5.805,
  "elements": ["C", "C", "C", "C", "C", "N", "N", "H", "H", "H", "H", "H", "H", "H", "H"],
  "xyz": [[1.653, 0.375, 0.913], [-0.696, 0.256, -0.546], [0.791, -0.422, -1.277], [-1.360, -0.731, 0.345], [-1.457, 1.260, -1.057], [0.862, 0.458, -0.318], [-0.900, -1.804, 0.842], [0.068, -1.986, 0.567], [1.459, -1.308, -1.169], [-2.385, -0.464, 0.605], [1.001, 0.129, 1.752], [2.107, 1.346, 1.111], [2.421, -0.397, 0.806], [-2.522, 1.259, -0.881], [-1.042, 2.028, -1.692]]
}


{
  "formula": "C4H5NO",
  "method": "the ωB97M-V functional and the def2-TZVPD basis",
  "charge": 0,
  "e_lumo_ev": 0.86,
  "molar_mass_g_mol": 83.09,
  "e_above_lowest_ev": 3.040,
  "elements": ["C", "C", "O", "C", "N", "C", "H", "H", "H", "H", "H"],
  "xyz": [[-0.982, 0.028, -0.061], [-0.479, -0.689, -1.305], [0.602, -1.214, -1.400], [1.882, 1.300, 0.896], [1.000, 0.471, 1.134], [-0.100, -0.162, 1.134], [-1.001, 1.099, -0.319], [-2.018, -0.265, 0.136], [-1.184, -0.672, -2.163], [2.702, 0.873, 0.305], [-0.323, -0.869, 1.926]]
}


{
  "formula": "C4H4N4",
  "method": "the ωB97M-V functional and the def2-TZVPD basis",
  "charge": 0,
  "smiles": "C#CC1=NN=CNN1",
  "e_lumo_ev": 0.45,
  "molar_mass_g_mol": 108.10,
  "e_above_lowest_ev": 6.062,
  "elements": ["C", "C", "C", "C", "H", "H", "H", "H", "N", "N", "N", "N"],
  "xyz": [[0.073, 1.403, 2.862], [0.031, 0.750, 1.817], [0.307, 0.152, 0.493], [0.323, -0.372, -1.927], [-0.289, 2.223, 3.706], [0.200, -0.405, -3.096], [-1.738, -1.245, -1.523], [-0.088, -1.854, 0.524], [1.169, 0.782, -0.150], [1.243, 0.468, -1.604], [-0.655, -0.996, -1.278], [-0.577, -0.906, 0.175]]
}


{
  "formula": "C4H6O2",
  "method": "the ωB97M-V functional and the def2-TZVPD basis",
  "charge": 0,
  "e_lumo_ev": 0.49,
  "molar_mass_g_mol": 86.09,
  "e_above_lowest_ev": 5.003,
  "elements": ["C", "C", "O", "C", "O", "C", "H", "H", "H", "H", "H", "H"],
  "xyz": [[-1.597, 0.069, -0.941], [-0.823, 0.364, 0.236], [-0.531, -0.719, 1.091], [0.847, -0.939, 1.004], [1.222, -0.649, -0.327], [0.399, 0.383, -0.772], [-1.797, 1.056, -1.407], [0.074, 0.125, -1.802], [-0.923, 1.302, 0.795], [1.404, -0.292, 1.704], [1.059, -1.991, 1.201], [0.864, 1.375, -0.780]]
}